Here is a molecular structure, C31H33IIrN8O5PS2 from OMol25. Energies are from the ωB97M-V functional and the def2-TZVPD basis.

## Properties
* charge: +1
* energy above the lowest of the compared OMol25 structures with the same formula, charge and spin: 42.9 kcal per mole
* 2S+1: 6

Atoms and positions in Å:
Ir1 -0.231 0.374 1.028
O1 2.968 -1.470 -0.502
C1 2.134 -0.682 -0.113
N1 0.980 -1.020 0.539
C2 0.822 -2.393 0.977
C3 -0.440 -2.501 1.782
C4 -1.044 -3.718 2.056
C5 -2.202 -3.739 2.815
C6 -2.701 -2.547 3.323
C7 -2.047 -1.373 3.013
N2 -0.964 -1.350 2.230
C8 2.262 0.803 -0.306
C9 3.401 1.355 -0.850
C10 3.471 2.730 -1.002
C11 2.378 3.498 -0.630
C12 1.268 2.871 -0.096
N3 1.216 1.554 0.084
H1 1.682 -2.666 1.598
H2 0.823 -3.081 0.129
H3 -0.614 -4.632 1.669
H4 -2.709 -4.675 3.009
H5 -3.585 -2.529 3.943
H6 -2.370 -0.411 3.390
H7 4.204 0.690 -1.136
H8 4.360 3.199 -1.401
H9 2.382 4.572 -0.751
H10 0.389 3.436 0.182
N4 -2.628 3.633 2.199
C13 -1.421 3.075 2.134
N5 -1.529 1.943 1.473
C14 -2.860 1.851 1.164
N6 -3.555 2.870 1.592
C15 -3.353 0.665 0.474
C16 -4.694 0.440 0.177
N7 -5.106 -0.707 -0.338
C17 -4.184 -1.630 -0.585
C18 -2.843 -1.398 -0.324
N8 -2.431 -0.257 0.207
H11 -2.906 4.484 2.661
H12 -0.523 3.479 2.569
H13 -5.425 1.215 0.376
H14 -4.521 -2.563 -1.019
H15 -2.088 -2.143 -0.547
I1 3.903 0.671 9.284
C19 2.813 0.754 7.542
C20 3.273 0.012 6.373
C21 2.559 0.058 5.244
C22 1.322 0.841 5.184
C23 0.877 1.583 6.369
C24 1.595 1.549 7.496
C25 0.520 0.880 3.964
O2 -0.697 1.151 4.037
O3 1.157 0.614 2.869
H16 4.183 -0.569 6.424
H17 2.887 -0.476 4.364
H18 -0.039 2.154 6.315
H19 1.273 2.101 8.368
C26 -0.362 -3.314 -3.721
C27 0.489 -2.508 -4.683
C28 1.906 -2.317 -4.181
O4 -0.082 -1.199 -4.999
P1 -0.949 -0.224 -4.113
S1 -2.782 -0.836 -3.688
S2 -0.131 0.139 -2.340
O5 -1.095 1.035 -5.035
C29 -0.080 1.813 -5.742
C30 0.210 1.166 -7.081
C31 1.170 2.024 -4.910
H20 0.091 -4.298 -3.598
H21 -1.375 -3.440 -4.099
H22 -0.408 -2.823 -2.747
H23 0.505 -3.003 -5.653
H24 1.914 -1.809 -3.216
H25 2.491 -1.733 -4.892
H26 2.381 -3.291 -4.064
H27 -0.582 2.767 -5.896
H28 0.731 0.220 -6.945
H29 0.830 1.834 -7.679
H30 -0.719 0.980 -7.620
H31 1.695 1.079 -4.753
H32 0.926 2.457 -3.940
H33 1.834 2.709 -5.437